(a)
Here is a cluster of 3 separate species, C3H7O2 in total from OMol25. Energies are from wB97M-V/def2-TZVPD.

Positions of all 12 atoms, in Å:
C 0.6545 -1.2873 -2.3794
O 1.5171 -2.0659 -2.6748
H -0.3638 -1.3822 -2.7851
H 0.8906 -0.4694 -1.6849
H 4.5346 2.6012 1.8657
C -1.7332 -0.1133 1.3223
C -0.9854 0.8936 1.9231
O -0.5191 1.9399 1.3894
H -2.3614 -0.7395 1.9618
H -2.0988 -0.1244 0.2936
H -0.5315 0.5112 2.8634
H 4.0749 3.1665 1.7800

Results
HOMO-LUMO gap: 5.774 eV
spin multiplicity: 1
highest occupied orbital energy: -2.14 eV
total charge: -1

Here are the Mulliken charges for atoms 1 to 6, given in e: atom 1 (C): -0.038, atom 2 (O): -0.418, atom 3 (H): 0.205, atom 4 (H): 0.236, atom 5 (H): -0.001, atom 6 (C): -0.850



(b)
Here is the ion C3H7O2 with charge -1 from OMol25. Energies are from wB97M-V/def2-TZVPD.

Positions of all 12 atoms, in Å:
O -1.9634 1.1310 -1.2860
C -1.2477 0.0771 -0.9291
C -0.2482 0.3373 0.2594
C 1.0797 -0.3614 0.1319
O 1.7738 -0.4237 1.4378
H -0.5628 -0.3173 -1.7268
H -1.8354 -0.8527 -0.6727
H -0.1115 1.4259 0.1378
H -0.7018 0.1975 1.2417
H 0.9228 -1.4128 -0.0997
H 1.7324 0.1846 -0.5328
H 1.1622 0.0144 2.0384

Results
HOMO-LUMO gap: 6.270 eV
spin multiplicity: 1
structure (SMILES): [O-]CCCO
highest occupied orbital energy: -2.30 eV
total charge: -1

Here are the Mulliken charges for atoms 1 to 6, given in e: atom 1 (O): -0.868, atom 2 (C): -0.464, atom 3 (C): -0.550, atom 4 (C): -0.227, atom 5 (O): -0.540, atom 6 (H): 0.142



(c)
Here is the ion C3H7O2 with charge -1 from OMol25. Energies are from wB97M-V/def2-TZVPD.

Positions of all 12 atoms, in Å:
C -0.3221 1.7188 -0.6420
O -0.1315 0.3421 -0.8453
C -0.1383 -0.3740 0.5789
C 0.5016 -1.7042 0.2001
O 0.4495 0.3055 1.4952
H 0.5378 2.1601 -0.1320
H -0.4625 2.1981 -1.6154
H -1.2098 1.8690 -0.0143
H -1.2515 -0.5013 0.7005
H 1.5215 -1.4717 -0.1162
H -0.0291 -2.1475 -0.6507
H 0.5345 -2.3949 1.0415

Results
HOMO-LUMO gap: 7.443 eV
spin multiplicity: 1
structure (SMILES): CO[C@@H](C)[O-]
highest occupied orbital energy: -2.80 eV
total charge: -1

Here are the Mulliken charges for atoms 1 to 6, given in e: atom 1 (C): -0.640, atom 2 (O): -0.361, atom 3 (C): 0.298, atom 4 (C): -1.209, atom 5 (O): -0.831, atom 6 (H): 0.210



(d)
Here is a structure of composition C3H7O2 from OMol25. Energies are from wB97M-V/def2-TZVPD.

Positions of all 12 atoms, in Å:
C -2.0838 -0.8672 0.7631
O -0.8260 -0.4063 0.7120
H -2.3317 -1.6147 -0.0164
H -2.2825 -1.4346 1.6712
H -2.8594 -0.0941 0.6415
O 2.4626 0.3251 -2.1217
C 1.7347 0.9416 -1.2993
C 1.3818 0.3833 -0.0020
H 1.4096 1.9842 -1.5386
H 1.8328 -0.5367 0.3019
H 0.0812 0.1017 0.1751
H 1.4805 1.2177 0.7131

Results
HOMO-LUMO gap: 7.752 eV
spin multiplicity: 1
highest occupied orbital energy: -3.45 eV
total charge: -1

Here are the Mulliken charges for atoms 1 to 6, given in e: atom 1 (C): -0.723, atom 2 (O): -0.660, atom 3 (H): 0.224, atom 4 (H): 0.173, atom 5 (H): 0.220, atom 6 (O): -0.638



(c) takes first place; second place is 14.7 kcal/mol up.



(a)
Here is a structure of composition C18H27BrF6IrN5O6S4Si from OMol25. Energies are from wB97M-V/def2-TZVPD.

Positions of all 69 atoms, in Å:
Ir -0.1464 -1.1346 1.1646
C 4.6555 -0.3447 -1.0774
C 3.9783 -1.5365 -0.5182
N 4.5264 -2.6776 -0.2487
N 3.5062 -3.4359 0.2579
C 2.3432 -2.7838 0.3192
S 0.8263 -3.2721 0.8678
N 2.6447 -1.5625 -0.1794
N 1.6545 -0.5970 -0.3523
H 5.6788 -0.6067 -1.3304
H 4.6706 0.4667 -0.3473
H 4.1425 0.0057 -1.9742
H 3.6802 -4.3728 0.5773
H 1.1467 -0.7993 -1.2318
H 2.0530 0.3332 -0.3175
C -3.1398 0.0646 1.6729
S -1.5471 0.7971 1.2426
C -1.3114 1.8528 2.6776
H -3.0550 -0.5221 2.5818
H -3.4391 -0.5654 0.8402
H -3.8597 0.8726 1.7998
H -2.0878 2.6161 2.6755
H -0.3330 2.3148 2.5872
H -1.3486 1.2610 3.5895
Br -6.1602 0.0195 -2.7009
C -4.6785 -1.1256 -2.9912
C -4.7360 -2.0797 -3.9932
C -3.6366 -2.9008 -4.2031
C -2.4952 -2.7620 -3.4292
C -2.4633 -1.8137 -2.4164
C -3.5583 -0.9901 -2.1904
C -1.2250 -1.6319 -1.5879
O -0.1297 -1.5458 -2.1434
O -1.4747 -1.5440 -0.3265
H -5.6246 -2.1766 -4.6011
H -3.6733 -3.6496 -4.9833
H -1.6271 -3.3828 -3.6056
H -3.5324 -0.2449 -1.4066
C 0.2608 2.8757 -4.2909
Si 0.0408 3.5180 -2.5445
C -1.7059 4.1744 -2.3390
C 1.2804 4.8695 -2.1641
C 0.2863 2.1065 -1.3683
H -0.0495 3.6225 -5.0252
H -0.3426 1.9796 -4.4521
H 1.3019 2.6181 -4.4943
H -1.8688 5.0415 -2.9839
H -1.8994 4.4791 -1.3088
H -2.4435 3.4150 -2.6075
H 1.0951 5.7521 -2.7800
H 2.3023 4.5373 -2.3582
H 1.2205 5.1775 -1.1180
H -0.1886 1.1474 -1.5508
H 0.7673 2.1891 -0.3973
F 3.8984 -1.1762 2.6539
C 3.5423 -0.5402 3.7789
F 3.8378 -1.3087 4.8155
F 4.2461 0.5883 3.8573
S 1.7493 -0.1161 3.7444
O 1.6254 0.6957 2.5591
O 1.4522 0.4673 5.0156
N 1.1878 -1.5874 3.5109
S -0.1969 -2.0990 4.1335
O -0.3592 -3.4770 3.8098
O -1.2678 -1.1740 3.8600
C -0.0227 -2.0690 5.9974
F -0.5363 -0.9623 6.5119
F 1.2533 -2.1790 6.3529
F -0.6915 -3.1112 6.4841

Results
HOMO-LUMO gap (spin up / spin down): 3.393 / 3.395 eV
spin multiplicity: 1
highest occupied orbital energy (spin up / spin down): -6.27 / -6.27 eV

Here are the Mulliken charges for atoms 1 to 6, given in e: atom 1 (Ir): 1.358, atom 2 (C): -1.402, atom 3 (C): 1.227, atom 4 (N): -0.877, atom 5 (N): 0.272, atom 6 (C): 0.082



(b)
Here is a structure of composition C18H27BrF6IrN5O6S4Si from OMol25. Energies are from wB97M-V/def2-TZVPD.

Positions of all 69 atoms, in Å:
Ir 1.0711 0.7138 -0.5276
C 1.5886 -4.2570 0.6232
C 1.8945 -3.4766 -0.5972
N 2.3494 -3.9218 -1.7228
N 2.4553 -2.8135 -2.5260
C 2.0735 -1.6888 -1.9228
S 1.9779 -0.0819 -2.4632
N 1.7220 -2.1070 -0.6852
N 1.2394 -1.2094 0.2788
H 1.7762 -5.3082 0.4241
H 0.5485 -4.1244 0.9255
H 2.2136 -3.9352 1.4578
H 2.7764 -2.9107 -3.4742
H 1.8546 -1.2170 1.0947
H 0.2974 -1.5065 0.5890
C -5.2397 -2.8863 -1.2293
S -3.8845 -2.5564 -0.0892
C -2.5678 -3.3691 -1.0077
H -5.0549 -2.4254 -2.1997
H -6.1391 -2.4481 -0.8004
H -5.3968 -3.9576 -1.3533
H -2.7591 -4.4377 -1.1111
H -1.6535 -3.2272 -0.4340
H -2.4461 -2.9216 -1.9947
Br 4.3682 6.0084 2.7647
C 3.9776 4.5409 1.6374
C 4.8085 3.4288 1.6686
C 4.5122 2.3525 0.8522
C 3.3961 2.3908 0.0237
C 2.5699 3.5083 0.0003
C 2.8732 4.5976 0.8102
C 1.3797 3.6359 -0.9279
O 1.0173 4.7361 -1.2806
O 0.7905 2.5367 -1.3254
H 5.6730 3.4144 2.3174
H 5.1628 1.4873 0.8476
H 3.2568 1.5748 -0.6847
H 2.2401 5.4727 0.7689
C -2.3324 2.7745 -1.4392
Si -1.7427 1.2325 -2.3094
C -0.8021 1.6155 -3.8823
C -3.2489 0.2103 -2.7839
C -0.7701 0.0889 -1.1511
H -3.2048 3.1815 -1.9569
H -1.5591 3.5413 -1.4039
H -2.6354 2.5464 -0.4141
H -1.4179 2.2366 -4.5379
H -0.5580 0.7006 -4.4284
H 0.1176 2.1628 -3.6771
H -3.8803 0.7700 -3.4785
H -3.8460 -0.0382 -1.9033
H -2.9650 -0.7251 -3.2733
H -1.3721 -0.0677 -0.2475
H -0.6964 -0.8975 -1.6349
F 2.6274 0.6458 2.8527
C 1.7045 1.4023 3.4645
F 1.8087 1.2286 4.7706
F 1.9221 2.6751 3.1670
S 0.0314 0.9372 2.8628
O 0.1022 1.0981 1.4128
O -0.9005 1.7756 3.5332
N 0.0947 -0.5592 3.3287
S -0.8570 -1.7587 2.9707
O -0.2873 -2.9655 3.4821
O -1.2845 -1.7510 1.5865
C -2.4111 -1.4665 3.9211
F -3.0535 -0.4202 3.4195
F -2.1274 -1.2400 5.1977
F -3.1786 -2.5454 3.8246

Results
HOMO-LUMO gap: 8.106 eV
spin multiplicity: 1
highest occupied orbital energy: -8.52 eV

Here are the Mulliken charges for atoms 1 to 6, given in e: atom 1 (Ir): 3.411, atom 2 (C): -1.033, atom 3 (C): 0.993, atom 4 (N): -0.862, atom 5 (N): 0.218, atom 6 (C): 0.171



(b) takes first place; second place is 104.4 kcal/mol up.



(a)
Here is an isolated molecule of C4H15N4P from OMol25. Energies are from wB97M-V/def2-TZVPD.

Positions of all 24 atoms, in Å:
C 2.2024 -0.1967 -1.9624
N 1.1954 -0.7695 -1.0281
P 0.0627 -0.3098 -0.1134
N -0.7925 -1.3564 0.7686
C -1.7176 -2.3074 0.1052
N -1.2011 0.4960 -0.8214
C -2.1139 1.0986 0.1687
N 0.4484 0.9592 1.4438
C 1.7395 1.4914 1.3032
H 1.6519 -0.1129 -2.8839
H 3.0194 -0.9035 -1.9460
H 2.5152 0.8106 -1.6201
H -0.1107 -1.7982 1.4319
H -2.4662 -2.3278 0.8875
H -2.0011 -1.8120 -0.8562
H -1.2494 -3.3384 -0.2694
H -0.8500 1.1413 -1.4507
H -3.0379 1.2994 -0.3973
H -2.2806 0.2710 0.8547
H -1.6753 2.0711 0.4628
H 0.4180 0.4337 2.3015
H 1.8337 2.3382 0.5349
H 1.9423 2.0459 2.1882
H 2.4677 0.7763 0.8980

Results
HOMO-LUMO gap: 9.221 eV
spin multiplicity: 1
structure (SMILES): CN=P(NC)(NC)NC
highest occupied orbital energy: -8.26 eV

Here are the Mulliken charges for atoms 1 to 6, given in e: atom 1 (C): -0.755, atom 2 (N): -0.483, atom 3 (P): 0.563, atom 4 (N): -0.287, atom 5 (C): -0.858, atom 6 (N): -0.351



(b)
Here is an isolated molecule of C4H15N4P from OMol25. Energies are from wB97M-V/def2-TZVPD.

Positions of all 24 atoms, in Å:
C -1.7932 2.0491 -0.0341
N -0.4015 1.7614 -0.3499
P 0.0383 0.0891 -0.0965
N 0.2091 -0.5463 1.4944
C 0.7667 0.1676 2.6061
N 1.4383 -0.1836 -0.8958
C 2.5744 -0.9988 -0.4803
N -1.1651 -1.0563 -0.6272
C -1.3479 -0.9668 -2.0693
H -1.8591 3.2354 -0.1595
H -2.0301 2.0144 1.0958
H -2.4428 1.3874 -0.6610
H -0.7019 -0.9676 1.6435
H 1.2845 -0.5825 3.1692
H 1.5112 1.0627 2.2064
H -0.0434 0.5924 3.2613
H 1.3656 0.3076 -1.7703
H 2.9764 -0.5342 0.5103
H 2.1413 -2.1246 -0.4686
H 3.4458 -0.8942 -1.1623
H -1.9309 -0.7959 -0.1015
H -1.5091 0.0858 -2.3459
H -0.3440 -1.4031 -2.4707
H -2.1827 -1.6990 -2.2940

Results
HOMO-LUMO gap: 8.359 eV
spin multiplicity: 1
structure (SMILES): CN=P(NC)(NC)NC
highest occupied orbital energy: -7.50 eV

Here are the Mulliken charges for atoms 1 to 6, given in e: atom 1 (C): -0.669, atom 2 (N): -0.530, atom 3 (P): 0.518, atom 4 (N): -0.264, atom 5 (C): -0.787, atom 6 (N): -0.152



(a) takes first place; second place is 3.8 kcal/mol up.



(a)
Here is a cluster of 2 separate species, C6H7NO3 in total from OMol25. Energies are from wB97M-V/def2-TZVPD.

Positions of all 17 atoms, in Å:
N 0.1744 2.5428 0.6539
C 0.0839 1.4240 0.3772
C 0.0627 0.0115 0.0179
C 0.6664 -1.0284 0.9372
C 0.9661 -2.2112 0.0155
O 1.3033 -3.3033 0.3992
C 0.7947 -1.8027 -1.4399
C 0.1289 -0.4535 -1.3876
O -1.0950 -0.4384 -0.6643
H -0.0116 -1.3267 1.7475
H 1.6082 -0.6783 1.3847
H 1.7839 -1.7268 -1.9206
H 0.2101 -2.5537 -1.9887
H 0.1932 0.2444 -2.2238
O -2.5782 4.0266 1.3474
H -2.6643 3.0748 1.4564
H -1.6269 4.1990 1.2881

Results
HOMO-LUMO gap: 10.976 eV
spin multiplicity: 1
structure (SMILES): N#C[C@]12CC(=O)C[C@H]1O2.O
highest occupied orbital energy: -10.54 eV

Here are the Mulliken charges for atoms 1 to 6, given in e: atom 1 (N): -0.434, atom 2 (C): -0.169, atom 3 (C): 1.110, atom 4 (C): -0.695, atom 5 (C): 0.211, atom 6 (O): -0.546



(b)
Here is an isolated molecule of C6H7NO3 from OMol25. Energies are from wB97M-V/def2-TZVPD.

Positions of all 17 atoms, in Å:
O 2.8653 0.8278 -0.9758
C 2.0198 0.2317 -0.4113
O 2.2406 -0.8093 0.4891
C 1.0865 -1.3806 1.0058
O 1.0692 -2.4889 1.4315
C 0.0726 -0.3383 0.7646
C -1.4179 -0.4982 0.6212
N -1.7151 0.6872 -0.2788
C -0.5074 1.3465 -0.7950
C 0.5136 0.1921 -0.5721
H 0.3465 0.4145 1.4874
H -2.0127 -0.3942 1.5515
H -1.8011 -1.3877 0.1867
H -2.1900 0.3293 -1.1053
H -0.6753 1.6232 -1.8341
H -0.2051 2.2729 -0.2890
H 0.3106 -0.6280 -1.2763

Results
HOMO-LUMO gap: 10.155 eV
spin multiplicity: 1
structure (SMILES): O=C1OC(=O)[C@@H]2CNC[C@@H]12
highest occupied orbital energy: -9.62 eV

Here are the Mulliken charges for atoms 1 to 6, given in e: atom 1 (O): -0.495, atom 2 (C): 0.257, atom 3 (O): -0.328, atom 4 (C): 0.326, atom 5 (O): -0.523, atom 6 (C): 0.338



(b) takes first place; second place is 22.2 kcal/mol up.